Arrangement i

{
  "formula": "C5H14O3",
  "method": "ωB97M-V/def2-TZVPD",
  "species": ["O", "C", "C", "C", "C", "C", "H", "H", "H", "H", "H", "H", "H", "H", "H", "H", "H", "H", "O", "H", "H", "O"],
  "xyz": [[2.7679, 0.9463, -1.5236], [1.8135, 0.2967, -1.8558], [0.7054, -0.1596, -0.9269], [-0.6327, -0.2802, -1.6642], [-1.6240, -1.2726, -1.1105], [-1.8681, -1.0944, 0.3707], [1.7157, -0.0932, -2.8844], [0.7199, 0.4338, -0.0159], [1.0483, -1.1374, -0.5784], [-0.4110, -0.4064, -2.7221], [-1.0769, 0.7239, -1.7169], [-1.3481, -2.3039, -1.3587], [-2.5802, -1.1784, -1.6187], [-0.9830, -0.8688, 0.9583], [-2.5054, -1.7412, 0.9801], [-2.4407, -0.1664, 0.5414], [-0.1178, 2.1511, 1.0831], [-1.0002, 2.7723, 2.1260], [-0.6044, 1.9303, 1.8865], [0.8657, -1.1461, 3.4502], [0.4113, 0.1541, 2.8461], [0.0919, -0.5718, 3.3985]],
  "mol_weight_da": 122.16,
  "homo_ev": -9.97,
  "multiplicity": 1
}



Arrangement ii

{
  "formula": "C5H14O3",
  "method": "ωB97M-V/def2-TZVPD",
  "species": ["C", "C", "C", "C", "C", "H", "H", "H", "H", "H", "H", "H", "H", "H", "H", "O", "H", "H", "O", "H", "H", "O"],
  "xyz": [[-1.4560, -1.3317, 0.5772], [-0.3832, -0.2606, 0.8600], [0.1252, -0.4348, 2.0668], [1.6324, 0.5547, -0.2840], [0.3041, 0.5440, -0.1690], [-1.7780, -1.3951, -0.4158], [-2.3737, -1.0309, 1.0844], [-1.2274, -2.3574, 0.9926], [-0.0489, -1.2730, 2.7817], [0.7219, 0.2928, 2.6447], [2.3765, 0.1167, 0.3556], [2.1261, 1.0959, -1.0723], [-0.3170, 0.9230, -0.8996], [0.6469, -2.5302, -1.4832], [-0.8695, -2.6986, -1.5140], [0.0057, -3.1817, -1.3702], [-0.9129, 3.0179, 2.1432], [0.4109, 2.1130, 1.9799], [0.0693, 3.0947, 2.1887], [-0.2710, 2.0930, -3.5222], [1.0543, 1.3931, -3.3582], [0.1641, 1.2551, -3.5863]],
  "mol_weight_da": 122.16,
  "homo_ev": -9.35,
  "multiplicity": 1
}



Energy ordering: arrangement i at the bottom, the next structure 1.922 eV above.